ORCA calculation (ωB97M-V/def2-TZVPD) on C22H35Cl2MgN4O3Se as an isolated structure at a distorted geometry.

Geometry as XYZ:
```
68
Properties=species:S:1:pos:R:3:mulliken_charge:R:1
O 1.30 1.95 -3.40 -0.39
C 1.86 1.65 -4.47 0.02
C 2.69 2.58 -5.33 0.37
C 3.24 3.72 -4.73 -0.44
H 3.32 3.74 -3.64 0.38
C 3.59 4.84 -5.49 -0.40
H 3.93 5.76 -5.00 0.34
C 3.47 4.81 -6.89 -0.34
H 3.65 5.71 -7.48 0.34
C 3.10 3.62 -7.52 -0.37
H 3.08 3.59 -8.62 0.33
C 2.74 2.50 -6.75 -0.41
H 2.48 1.57 -7.28 0.33
H 1.75 0.60 -4.87 0.22
C -1.86 0.92 -2.61 -0.71
C -1.83 -0.20 -1.73 0.02
H -2.80 0.97 -3.20 0.47
H -0.99 0.83 -3.31 -0.07
H -1.71 1.89 -2.08 0.11
C -2.52 -1.06 -1.04 0.28
C -4.07 -1.09 -0.97 -1.31
H -2.01 -1.83 -0.42 -0.19
H -4.54 -0.47 -1.76 0.31
H -4.45 -0.73 0.00 0.17
H -4.45 -2.11 -1.06 0.35
Mg 0.57 0.15 0.27 1.11
Cl 0.12 2.44 0.42 -0.70
Cl 1.59 -0.27 -1.77 -0.84
C -1.63 0.34 2.25 -0.27
O -0.57 -0.24 1.94 -0.42
N -2.28 0.12 3.40 0.33
C -1.85 -0.95 4.30 -0.94
C -3.26 1.06 3.92 -1.01
H -2.08 1.10 1.58 0.37
H -1.23 -1.66 3.75 0.13
H -2.73 -1.45 4.71 0.48
H -1.30 -0.54 5.15 0.25
H -3.40 1.91 3.23 0.34
H -2.92 1.41 4.90 0.29
H -4.22 0.52 4.05 0.32
H 0.44 -5.29 0.89 0.30
H 2.78 -5.37 -0.42 0.31
C 0.10 -4.65 0.07 -0.90
C 2.29 -4.73 -1.17 -0.88
N 1.22 -3.94 -0.54 0.25
H -0.58 -3.88 0.45 0.12
C 1.38 -2.64 -0.28 0.19
O 0.59 -1.95 0.39 -0.50
H 3.05 -4.09 -1.62 0.29
H 2.29 -2.19 -0.73 0.28
H -0.41 -5.27 -0.67 0.37
H 1.87 -5.37 -1.95 0.29
C 2.62 -2.23 3.21 -1.00
N 2.13 -0.93 3.61 0.46
C 1.42 -0.67 4.76 -0.65
C 1.19 0.68 4.79 -0.57
N 1.75 1.21 3.66 0.47
C 1.75 2.62 3.32 -0.85
C 2.36 0.23 2.91 -0.42
Se 3.31 0.43 1.38 -0.19
H 3.06 -2.74 4.09 0.38
H 3.38 -2.07 2.44 0.29
H 1.81 -2.86 2.81 0.26
H 1.14 -1.44 5.46 0.53
H 0.69 1.30 5.52 0.44
H 1.62 3.19 4.25 0.32
H 2.70 2.87 2.84 0.31
H 0.92 2.85 2.63 0.26
```

Multiplicity   1
Gap between HOMO and LUMO   2.64 eV
Charge   -1
Calculated total energy   -131322.3090 eV
LUMO energy   2.25 eV
Molar mass   577.7 Da
HOMO level   -0.389 eV



ORCA calculation (ωB97M-V/def2-TZVPD) on C22H35ClO2P2Pd as an isolated structure at a distorted geometry.

Geometry as XYZ:
```
63
Properties=species:S:1:pos:R:3:lowdin_spin:R:1
P 0.30 -2.30 -2.38 0.04
P 0.35 1.58 -2.47 0.06
C -0.17 -0.98 -3.56 0.01
C 0.81 0.20 -3.61 0.01
H -1.20 -0.66 -3.32 0.01
H -0.19 -1.47 -4.53 0.00
H 1.84 -0.12 -3.38 0.00
H 0.88 0.61 -4.65 0.00
C -0.68 2.60 -3.63 0.01
H -1.17 3.41 -3.04 0.00
H -1.48 1.99 -4.10 0.00
H -0.08 3.06 -4.43 0.00
C 1.90 2.50 -2.27 0.01
H 1.97 3.27 -3.05 0.00
H 2.78 1.83 -2.34 0.00
H 1.91 2.97 -1.28 0.00
C -0.61 -3.64 -3.20 0.01
H -0.60 -4.57 -2.62 0.00
H -0.12 -3.82 -4.16 0.00
H -1.66 -3.36 -3.40 0.00
C 2.02 -2.62 -2.67 0.01
H 2.61 -1.71 -2.69 0.00
H 2.09 -3.12 -3.64 0.00
H 2.41 -3.28 -1.89 0.00
Pd 2.77 -0.76 1.66 1.13
C -0.94 1.77 -1.00 0.10
C -2.37 1.57 -1.08 0.57
C -3.07 0.34 -1.39 0.12
C -2.89 -0.85 -0.33 0.13
C -1.91 -1.85 -0.76 0.59
C -0.48 -1.69 -0.83 0.11
C 0.36 -0.40 -0.35 0.05
C -0.29 0.88 0.15 0.05
C 2.05 -2.58 1.60 0.35
H -0.83 2.82 -0.68 0.00
H -2.99 2.42 -0.75 0.03
H -2.91 -0.05 -2.42 0.02
H -4.16 0.64 -1.35 0.00
H -2.69 -0.43 0.67 0.03
H -3.87 -1.38 -0.29 0.00
H -2.26 -2.89 -0.80 0.03
H -0.08 -2.47 -0.17 0.03
H 1.18 -0.09 -1.04 0.00
H 0.98 -0.80 0.50 0.03
H -0.99 0.66 0.96 0.00
H 0.52 1.46 0.65 0.00
H 2.20 -2.67 2.69 0.03
H 2.69 -3.28 1.05 0.06
H 1.00 -2.67 1.33 0.02
Cl -0.91 3.06 8.57 0.00
C -0.33 2.31 7.12 0.00
C -1.18 1.51 6.34 0.00
C -0.66 0.81 5.23 0.00
C 0.68 0.98 4.87 0.01
C 1.50 1.83 5.61 0.00
C 1.00 2.53 6.72 0.00
C 1.25 0.22 3.65 0.01
O 0.65 -0.77 3.12 0.09
O 2.39 0.68 3.24 0.21
H -2.24 1.44 6.59 0.00
H -1.28 0.14 4.67 0.00
H 2.54 1.94 5.31 0.00
H 1.63 3.24 7.25 0.00
```

Multiplicity   5
Gap between HOMO and LUMO (spin up / spin down)   6.86 / 5.55 eV
ΔE to the lowest compared entry with this formula, charge and spin   0.00 kcal/mol
Charge   +2
Calculated total energy   -62034.8759 eV
LUMO energy (spin up / spin down)   -5.84 / -7.14 eV
Molar mass   535.3 Da
HOMO level (spin up / spin down)   -12.692 / -12.682 eV



ORCA calculation (ωB97M-V/def2-TZVPD) on C22H35NO2P2S2Zr as an isolated structure at a distorted geometry.

Geometry as XYZ:
```
65
Properties=species:S:1:pos:R:3:mulliken_charge:R:1
P 1.12 0.22 -1.18 0.15
P 1.24 -1.97 -1.07 1.26
C 2.67 -0.30 -2.17 -0.67
C 2.37 -1.77 -2.53 -1.14
H 3.59 -0.21 -1.54 0.67
H 2.72 0.40 -3.02 0.53
H 1.82 -1.89 -3.48 0.35
H 3.17 -2.52 -2.52 0.49
C 1.90 -3.22 0.04 -1.06
H 1.14 -3.49 0.78 0.39
H 2.82 -2.90 0.53 0.36
H 2.12 -4.08 -0.61 0.49
C 0.14 -3.10 -2.06 -1.36
H 0.82 -3.91 -2.38 0.68
H -0.26 -2.63 -2.97 0.41
H -0.69 -3.55 -1.51 -0.04
C 4.51 -0.58 0.88 -1.55
H 5.20 0.23 1.14 0.50
H 4.95 -1.11 0.02 0.49
H 4.39 -1.19 1.79 0.41
C 0.02 1.05 -2.29 -1.02
H -0.90 1.38 -1.79 0.37
H -0.22 0.60 -3.26 0.43
H 0.65 1.93 -2.47 0.51
Zr 2.76 0.69 0.36 0.26
C -4.64 -0.92 -0.53 -0.52
C -4.49 -2.06 0.18 -0.32
C -3.65 -3.29 -0.15 -0.88
C -2.21 -3.30 0.42 -0.80
C -1.51 -1.99 0.25 -0.91
C -1.81 -1.06 -0.70 1.83
C -2.57 -1.23 -1.97 -1.83
C -3.89 -0.46 -1.80 -0.89
C 3.47 2.34 -0.91 -1.03
H -5.40 -0.21 -0.21 0.41
H -4.91 -2.18 1.18 0.37
H -3.65 -3.44 -1.22 0.29
H -4.16 -4.16 0.25 0.51
H -2.15 -3.57 1.50 0.51
H -1.63 -4.13 -0.05 0.28
H -0.55 -1.85 0.79 0.83
H -1.48 -0.03 -0.52 -0.33
H -2.76 -2.28 -2.22 0.52
H -2.02 -0.82 -2.82 0.38
H -3.65 0.61 -1.65 0.33
H -4.53 -0.46 -2.71 0.48
H 2.65 3.10 -0.91 0.31
H 3.70 2.12 -1.95 0.41
H 4.35 2.78 -0.40 0.44
O -1.43 1.68 0.87 -0.59
S -0.39 2.70 0.88 1.03
O -0.21 3.51 -0.28 -0.66
N 1.10 2.02 1.28 -0.27
C 1.69 2.62 2.34 0.77
S 3.29 2.15 2.60 -0.47
C 0.79 3.49 3.06 0.16
C 0.94 4.09 4.32 -0.72
C -0.14 4.76 4.90 -0.57
C -1.38 4.83 4.24 -0.63
C -1.54 4.22 2.98 -0.43
C -0.45 3.59 2.40 0.38
H 1.91 3.96 4.80 0.43
H -0.03 5.20 5.89 0.41
H -2.23 5.34 4.72 0.41
H -2.50 4.23 2.46 0.45
```

Multiplicity   1
Gap between HOMO and LUMO   5.61 eV
ΔE to the lowest compared entry with this formula, charge and spin   0.00 kcal/mol
Charge   +2
Calculated total energy   -70474.8065 eV
LUMO energy   -8.05 eV
Molar mass   562.8 Da
HOMO level   -13.661 eV



ORCA calculation (ωB97M-V/def2-TZVPD) on C22H35NO3P2PtS as an isolated structure at a distorted geometry.

Geometry as XYZ:
```
65
Properties=species:S:1:pos:R:3:lowdin_spin:R:1
P 1.25 3.66 -2.29 0.11
P -3.24 -2.52 -0.83 0.01
C -2.47 -0.68 -3.02 0.05
C -3.49 -1.02 -1.91 0.02
H -1.44 -0.68 -2.63 0.00
H -2.53 -1.42 -3.84 0.01
H -3.63 -0.14 -1.26 0.00
H -4.45 -1.22 -2.40 0.01
C -2.96 -3.91 -1.90 0.00
H -3.93 -4.25 -2.28 0.00
H -2.47 -4.71 -1.33 0.00
H -2.33 -3.61 -2.75 0.00
C -4.48 -2.71 0.42 0.00
H -5.46 -2.78 -0.08 0.00
H -4.46 -1.85 1.10 0.00
H -4.28 -3.64 0.97 0.00
C 2.62 3.92 -3.44 0.02
H 3.55 3.57 -2.98 0.01
H 2.71 5.00 -3.66 0.00
H 2.44 3.38 -4.37 0.00
C 1.08 5.15 -1.29 0.03
H 0.05 5.23 -0.91 0.00
H 1.31 6.03 -1.90 0.00
H 1.78 5.09 -0.45 0.01
Pt -2.63 1.13 -4.20 0.38
C -3.34 2.90 -4.65 0.07
C -2.62 2.29 -5.78 0.03
C -1.19 2.57 -6.23 0.00
C -0.18 1.67 -5.45 0.01
C -0.69 1.57 -3.99 0.07
C -0.63 2.93 -3.38 0.12
C -1.83 3.47 -2.69 0.01
C -2.82 4.03 -3.77 0.01
C 1.70 2.31 -1.17 0.00
H -4.43 2.94 -4.82 0.02
H -3.30 1.99 -6.60 0.01
H -0.95 3.64 -6.16 0.00
H -1.13 2.30 -7.30 0.00
H -0.17 0.67 -5.89 0.00
H 0.84 2.07 -5.49 0.00
H -0.14 0.82 -3.41 0.00
H -0.26 3.66 -4.11 0.00
H -1.54 4.28 -2.00 0.00
H -2.32 2.67 -2.12 0.00
H -3.68 4.47 -3.26 0.00
H -2.36 4.82 -4.37 0.00
H 0.81 1.74 -0.86 0.00
H 2.19 2.75 -0.28 0.00
H 2.40 1.63 -1.67 0.00
O -1.59 -4.36 0.73 0.18
C -1.21 -3.18 0.78 0.18
N -1.76 -2.17 -0.01 0.03
S -1.48 -0.51 0.65 0.03
O -0.88 0.30 -0.38 0.02
O -2.69 -0.08 1.30 0.02
C -0.29 -1.20 1.75 0.14
C 0.48 -0.47 2.65 0.00
C 1.36 -1.17 3.49 0.14
C 1.44 -2.57 3.43 0.05
C 0.64 -3.29 2.53 0.07
C -0.21 -2.59 1.67 0.13
H 0.39 0.61 2.68 0.00
H 1.98 -0.62 4.20 0.01
H 2.12 -3.10 4.09 0.00
H 0.66 -4.38 2.47 0.00
```

Multiplicity   3
Gap between HOMO and LUMO (spin up / spin down)   4.51 / 7.61 eV
ΔE to the lowest compared entry with this formula, charge and spin   21.77 kcal/mol
Charge   0
Calculated total energy   -63667.8775 eV
LUMO energy (spin up / spin down)   0.25 / 0.08 eV
Molar mass   650.6 Da
HOMO level (spin up / spin down)   -4.263 / -7.522 eV



ORCA calculation (ωB97M-V/def2-TZVPD) on C22H35NO4P2Re as an isolated structure at a distorted geometry.

Geometry as XYZ:
```
65
Properties=species:S:1:pos:R:3:lowdin_spin:R:1
P -0.03 -1.85 -3.85 0.16
P 0.60 1.33 -5.33 0.20
C -0.58 -1.18 -5.62 0.04
C 0.39 -0.19 -6.27 0.02
H -1.61 -0.80 -5.57 0.00
H -0.64 -2.08 -6.25 0.00
H 1.36 -0.65 -6.48 0.00
H -0.03 0.15 -7.23 0.01
C -0.67 2.38 -6.16 0.02
H -0.89 3.31 -5.63 0.00
H -1.59 1.80 -6.30 0.00
H -0.25 2.62 -7.14 0.01
C 2.08 2.27 -5.78 0.04
H 1.95 2.64 -6.80 0.01
H 3.00 1.68 -5.71 0.00
H 2.20 3.14 -5.12 0.00
C -1.45 -3.06 -3.97 0.00
H -1.44 -3.79 -3.15 0.00
H -1.39 -3.62 -4.91 0.00
H -2.44 -2.56 -3.95 0.00
C 1.56 -2.51 -4.43 0.13
H 2.25 -1.73 -4.77 0.00
H 1.30 -3.16 -5.27 0.02
H 2.03 -3.11 -3.65 0.01
Re 0.79 -1.49 -1.98 1.53
C -0.97 3.46 -1.47 0.00
C -1.94 3.18 -2.40 0.00
C -2.25 1.93 -3.19 0.00
C -1.89 0.51 -2.71 0.06
C -0.46 0.19 -3.00 0.42
C 0.74 0.91 -3.11 0.05
C 0.88 2.27 -2.59 0.01
C 0.28 2.65 -1.19 0.00
C 0.80 -3.49 -1.39 0.01
H -1.05 4.38 -0.89 0.00
H -2.65 3.96 -2.58 0.00
H -1.79 1.97 -4.19 0.00
H -3.34 1.94 -3.35 0.00
H -2.21 0.32 -1.66 0.02
H -2.54 -0.14 -3.38 0.02
H -0.65 -0.81 -1.60 0.00
H 1.62 0.53 -3.65 0.01
H 0.33 2.83 -3.39 0.00
H 1.92 2.59 -2.71 0.00
H -0.03 1.79 -0.55 0.00
H 1.04 3.23 -0.59 0.00
H 1.80 -3.88 -1.17 0.00
H 0.36 -4.04 -2.23 0.01
H 0.22 -3.64 -0.47 0.01
O -1.46 0.16 0.40 0.01
C -0.27 -0.06 0.74 0.01
O 0.69 -0.57 -0.02 0.17
C -0.02 0.47 2.17 0.01
C -1.18 0.81 2.89 0.00
C -1.12 1.48 4.10 0.00
C 0.13 1.82 4.64 0.00
C 1.30 1.44 3.96 0.00
C 1.23 0.78 2.73 0.00
N 0.21 2.60 5.84 0.00
O -0.85 2.93 6.42 0.00
O 1.33 2.95 6.29 0.00
H -2.16 0.61 2.48 0.00
H -2.02 1.77 4.66 0.00
H 2.24 1.70 4.44 0.00
H 2.13 0.53 2.20 0.00
```

Multiplicity   4
Gap between HOMO and LUMO (spin up / spin down)   5.08 / 5.01 eV
ΔE to the lowest compared entry with this formula, charge and spin   131.66 kcal/mol
Charge   +2
Calculated total energy   -53740.8424 eV
LUMO energy (spin up / spin down)   -8.85 / -8.92 eV
Molar mass   625.7 Da
HOMO level (spin up / spin down)   -13.930 / -13.929 eV



ORCA calculation (ωB97M-V/def2-TZVPD) on C22H36Ag2CuO18S2 as an isolated structure at a distorted geometry.

Geometry as XYZ:
```
81
Properties=species:S:1:pos:R:3:lowdin_spin:R:1
Ag -15.29 -4.67 -4.63 0.10
Ag -13.99 -7.39 -6.44 0.01
Cu -15.25 -8.63 -9.65 0.01
O -15.75 -8.98 -7.18 0.78
C -16.93 -8.78 -6.39 0.10
C -16.72 -8.02 -4.97 0.08
O -15.81 -6.93 -4.92 0.73
H -17.59 -9.64 -6.25 0.02
H -17.56 -8.13 -6.99 0.06
H -16.33 -8.70 -4.21 0.04
H -17.74 -7.81 -4.66 0.02
O -12.95 -13.77 -3.17 0.77
C -14.02 -13.18 -3.30 0.09
O -14.23 -12.42 -4.26 0.03
C -15.54 -11.75 -4.21 0.01
C -16.05 -12.16 -2.84 0.03
C -15.23 -13.37 -2.42 0.08
H -16.13 -11.97 -5.10 0.00
H -15.50 -10.67 -4.31 0.00
H -17.10 -12.41 -2.99 0.01
H -15.98 -11.32 -2.15 0.00
H -15.56 -14.37 -2.68 0.00
H -14.90 -13.21 -1.39 0.00
O -10.87 -9.54 -9.58 0.00
C -11.57 -10.40 -9.04 0.00
O -12.93 -10.38 -8.80 0.00
C -13.28 -11.40 -7.89 0.00
C -11.89 -11.96 -7.39 0.00
C -10.99 -11.74 -8.49 0.00
H -13.97 -12.13 -8.29 0.00
H -13.76 -10.90 -7.05 0.00
H -11.95 -12.96 -6.95 0.00
H -11.49 -11.36 -6.58 0.00
H -11.28 -12.45 -9.27 0.00
H -9.92 -11.58 -8.40 0.00
O -17.50 -4.49 -3.67 0.01
C -18.09 -4.85 -2.68 0.00
O -17.61 -4.76 -1.48 0.00
C -18.43 -5.32 -0.42 0.00
C -19.42 -6.16 -1.32 0.00
C -19.49 -5.40 -2.57 0.00
H -18.91 -4.42 -0.04 0.00
H -17.96 -5.99 0.29 0.00
H -20.37 -6.18 -0.79 0.00
H -19.00 -7.15 -1.48 0.00
H -20.25 -4.62 -2.46 0.00
H -19.64 -6.06 -3.43 0.00
O -16.69 -4.14 -6.20 0.02
C -17.79 -4.22 -6.77 0.00
O -18.60 -3.14 -6.88 0.00
C -19.57 -3.35 -7.96 0.00
C -19.01 -4.50 -8.75 0.00
C -18.36 -5.33 -7.63 0.00
H -19.36 -2.47 -8.57 0.00
H -20.60 -3.56 -7.67 0.00
H -18.33 -4.30 -9.57 0.00
H -19.88 -5.01 -9.17 0.00
H -17.60 -5.95 -8.10 0.00
H -19.10 -5.87 -7.05 0.00
C -20.44 -9.41 -7.97 0.00
C -21.70 -8.64 -7.43 0.00
O -22.70 -9.59 -7.48 0.00
S -22.46 -10.97 -8.29 0.00
O -23.50 -11.18 -9.32 0.00
O -22.03 -12.07 -7.43 0.00
O -21.14 -10.30 -8.96 0.00
H -20.07 -9.90 -7.07 0.00
H -19.76 -8.79 -8.54 0.00
H -22.11 -7.88 -8.09 0.00
H -21.76 -8.31 -6.39 0.00
C -13.52 -8.59 -2.09 0.00
C -12.19 -7.84 -1.66 0.00
O -11.83 -8.39 -0.38 0.00
S -12.85 -9.75 0.05 0.00
O -13.32 -9.73 1.41 0.00
O -12.25 -11.03 -0.37 0.00
O -14.05 -9.35 -1.08 0.00
H -13.10 -9.27 -2.83 0.00
H -14.24 -7.88 -2.49 0.00
H -12.46 -6.80 -1.49 0.00
H -11.32 -7.98 -2.30 0.00
```

Multiplicity   4
Gap between HOMO and LUMO (spin up / spin down)   4.37 / 2.37 eV
Charge   +4
Calculated total energy   -134504.6844 eV
LUMO energy (spin up / spin down)   -14.05 / -16.04 eV
Molar mass   931.9 Da
HOMO level (spin up / spin down)   -18.416 / -18.413 eV



ORCA calculation (ωB97M-V/def2-TZVPD) on C22H36BMnO26 as an isolated structure at a distorted geometry.

Geometry as XYZ:
```
86
Properties=species:S:1:pos:R:3:lowdin_spin:R:1
Mn -0.06 -0.86 -0.24 4.73
O -1.89 6.85 -1.78 0.25
C -2.15 5.80 -1.16 0.06
O -2.57 4.61 -1.61 0.07
B -2.71 3.56 -0.53 0.01
O -2.49 4.39 0.69 0.05
C -2.14 5.64 0.36 0.07
O -2.01 6.61 1.14 0.48
O -1.80 2.43 -0.60 0.00
C -2.50 1.29 -0.60 0.00
O -2.03 0.21 -0.50 0.03
C -4.02 1.64 -0.61 0.00
O -4.08 2.96 -0.57 0.00
O -4.98 0.85 -0.60 0.00
C 3.29 -3.71 3.16 0.00
O 2.45 -3.31 2.09 0.00
C 2.46 -2.02 1.64 0.01
O 1.57 -1.57 0.93 0.03
O 3.44 -1.26 2.16 0.00
C 3.58 0.12 1.88 0.00
H 2.92 -3.44 4.14 0.00
H 4.30 -3.32 3.05 0.00
H 3.32 -4.80 3.22 0.00
H 2.80 0.63 2.45 0.00
H 3.50 0.33 0.81 0.00
H 4.55 0.53 2.15 0.00
C -0.57 -1.13 -4.88 0.00
O -0.52 0.27 -4.59 0.00
C -0.28 0.71 -3.34 0.00
O -0.13 0.00 -2.32 0.03
O -0.34 2.06 -3.31 0.00
C -0.86 2.88 -4.36 0.00
H -0.98 -1.68 -4.03 0.00
H 0.46 -1.38 -5.14 0.00
H -1.19 -1.33 -5.76 0.00
H -0.55 2.67 -5.39 0.00
H -0.74 3.91 -4.02 0.00
H -1.95 2.88 -4.40 0.00
C 2.78 -1.51 -3.17 0.00
O 2.58 -2.87 -2.91 0.00
C 1.51 -3.22 -2.22 0.01
O 0.68 -2.48 -1.61 0.03
O 1.49 -4.59 -2.20 0.00
C 0.60 -5.27 -1.27 0.00
H 2.55 -1.31 -4.22 0.00
H 3.83 -1.32 -2.97 0.00
H 2.14 -0.95 -2.49 0.00
H 0.31 -6.30 -1.48 0.00
H -0.29 -4.68 -1.08 0.00
H 1.13 -5.33 -0.32 0.00
C -3.98 -2.34 -0.70 0.00
O -3.47 -3.34 0.11 0.00
C -2.22 -3.26 0.60 0.01
O -1.38 -2.52 0.13 0.03
O -2.15 -4.11 1.60 0.00
C -1.08 -4.07 2.54 0.00
H -3.45 -2.07 -1.61 0.00
H -4.07 -1.36 -0.21 0.00
H -4.98 -2.64 -1.04 0.00
H -1.08 -4.81 3.34 0.00
H -0.80 -3.13 3.00 0.00
H -0.20 -4.35 1.96 0.00
C 1.04 4.32 1.54 0.00
O 0.67 2.93 1.27 0.00
C 1.28 2.14 0.30 0.01
O 0.90 1.00 0.00 0.03
O 2.30 2.77 -0.27 0.00
C 3.01 2.12 -1.39 0.00
H 0.29 4.70 2.23 0.00
H 0.98 4.94 0.65 0.00
H 2.06 4.49 1.90 0.00
H 3.78 2.78 -1.79 0.00
H 2.31 1.88 -2.18 0.00
H 3.40 1.14 -1.09 0.00
C -1.74 2.23 2.97 0.00
O -1.16 1.11 3.63 0.00
C -0.60 0.01 2.99 0.00
O -0.69 -0.16 1.80 0.03
O 0.13 -0.74 3.81 0.00
C 0.47 -0.42 5.16 0.00
H -2.61 2.37 3.61 0.00
H -2.05 2.07 1.94 0.00
H -1.09 3.10 3.05 0.00
H 0.56 0.66 5.29 0.00
H 1.47 -0.76 5.41 0.00
H -0.26 -0.86 5.83 0.00
```

Multiplicity   7
Gap between HOMO and LUMO (spin up / spin down)   7.99 / 4.22 eV
Charge   +2
Calculated total energy   -108617.9025 eV
LUMO energy (spin up / spin down)   -7.18 / -11.03 eV
Molar mass   782.3 Da
HOMO level (spin up / spin down)   -15.174 / -15.249 eV